(1)
{
  "formula": "C31H54F2I2N3O5",
  "method": "ωB97M-V/def2-TZVPD",
  "homo_lumo_gap_ev": 8.2691,
  "spin_multiplicity": 1,
  "total_charge": 1,
  "e_lumo_ev": -3.0,
  "elements": ["C", "C", "C", "C", "C", "C", "C", "C", "C", "C", "C", "N", "C", "F", "C", "C", "N", "O", "C", "C", "I", "C", "C", "I", "C", "C", "C", "C", "N", "C", "C", "C", "F", "H", "H", "H", "H", "H", "H", "H", "H", "H", "H", "H", "H", "H", "H", "H", "H", "H", "H", "H", "H", "H", "H", "H", "H", "H", "H", "H", "H", "H", "H", "H", "H", "H", "H", "H", "H", "H", "H", "H", "H", "H", "H", "H", "H", "H", "H", "H", "H", "H", "H", "C", "C", "C", "O", "C", "C", "C", "O", "O", "O", "H", "H", "H", "H"],
  "positions_angstrom": [[-3.08356, 1.66781, 4.04534], [-2.54654, 1.07819, 5.36089], [-2.58459, -0.45822, 5.41190], [-1.76155, -1.14707, 4.30990], [-1.95723, -2.67841, 4.30281], [-3.26661, -3.18050, 3.65627], [-3.11554, -3.70362, 2.21648], [-2.63995, -2.67498, 1.17626], [-2.56825, -3.26270, -0.25903], [-1.26710, -2.93781, -1.02194], [-1.32238, -1.74951, -1.99333], [-1.59693, -0.42044, -1.30871], [-3.06705, -0.05026, -1.42480], [-3.43881, -0.32072, -2.70958], [-3.35082, 1.39222, -1.07011], [-4.61573, 1.92608, -1.76303], [-5.08566, 3.19658, -1.25910], [-2.28293, 2.23631, -1.41723], [-1.05529, 1.89128, -0.81404], [-0.23656, 3.18875, -0.44918], [-1.57885, 4.88460, -0.46638], [1.13162, 3.51664, -1.09171], [1.33354, 4.87988, -1.75832], [2.67669, 3.38633, 0.43976], [-0.52817, 0.68431, -1.65455], [-0.64973, 0.89086, -3.18369], [-0.31569, 2.25449, -3.82850], [1.01603, 2.32245, -4.61837], [0.86832, 3.13490, -5.82327], [0.78186, 0.06082, -1.10135], [1.89801, -0.27108, -2.10608], [3.16658, -0.78284, -1.40015], [4.28873, -0.22447, -2.00340], [-2.27263, 1.89338, 3.33746], [-3.77832, 0.96807, 3.55541], [-3.62924, 2.60593, 4.21402], [-1.51708, 1.41934, 5.52677], [-3.13504, 1.47669, 6.19922], [-2.19646, -0.79150, 6.38666], [-3.63286, -0.78973, 5.35555], [-2.03137, -0.72282, 3.33047], [-0.69592, -0.91255, 4.46791], [-1.91584, -3.01515, 5.35016], [-1.10677, -3.16902, 3.80162], [-3.66914, -4.00233, 4.26108], [-4.03513, -2.38948, 3.68116], [-2.41358, -4.54861, 2.22326], [-4.09324, -4.08501, 1.88062], [-1.64129, -2.29855, 1.47148], [-3.32395, -1.81302, 1.23729], [-3.42628, -2.91395, -0.84964], [-2.66496, -4.35116, -0.18891], [-0.46414, -2.75876, -0.28823], [-0.93852, -3.79770, -1.62129], [-0.37834, -1.63176, -2.52445], [-2.10526, -1.86957, -2.73874], [-1.45483, -0.60777, -0.31200], [-3.60491, -0.72593, -0.75248], [-3.50515, 1.43238, 0.02108], [-5.41539, 1.18147, -1.66915], [-4.37776, 2.04626, -2.82593], [-4.39104, 3.91853, -1.39846], [-5.28400, 3.16169, -0.26766], [-1.27579, 1.45831, 0.18658], [-0.08430, 3.13140, 0.63357], [1.40879, 2.73600, -1.80200], [1.23673, 5.69872, -1.04041], [2.34134, 4.92668, -2.18975], [0.60219, 5.02379, -2.56648], [-0.05998, 0.11471, -3.69504], [-1.69348, 0.67433, -3.43542], [-0.40058, 3.07012, -3.10149], [-1.09532, 2.46431, -4.57580], [1.33023, 1.29713, -4.86494], [1.82078, 2.75566, -4.01333], [1.59258, 3.82775, -5.90980], [0.88073, 2.57871, -6.66260], [1.18191, 0.70091, -0.30405], [0.53537, -0.88377, -0.58842], [1.55194, -1.05146, -2.80169], [2.16357, 0.59202, -2.72596], [3.17662, -0.50966, -0.33801], [3.25561, -1.87536, -1.46597], [6.40249, -1.89517, -0.19416], [7.53199, -1.17685, -0.09453], [8.44746, -1.27596, 1.11215], [9.44521, -0.58279, 1.08228], [8.08286, -2.16238, 2.19598], [6.95006, -2.87146, 2.09410], [6.04224, -2.77762, 0.88615], [5.02999, -3.46075, 0.91154], [6.51243, -3.70990, 3.02026], [7.96014, -0.33016, -1.01058], [5.74949, -1.83688, -1.05129], [8.73720, -2.22396, 3.05385], [5.68780, -4.09370, 2.67119], [8.80427, 0.02804, -0.67401]],
  "forces_ev_per_a": [[-0.04, 0.09, -0.12], [-0.05, -0.05, 0.07], [0.12, 0.05, -0.05], [-0.03, -0.02, 0.06], [0.13, 0.04, 0.06], [-0.03, 0.11, -0.03], [-0.14, 0.12, 0.03], [0.19, 0.11, 0.19], [-0.03, 0.18, 0.10], [0.17, 0.26, -0.01], [0.02, -0.37, -0.11], [-0.21, -0.09, 0.36], [0.13, -0.17, -0.13], [-0.28, 0.03, -0.09], [-0.06, 0.29, 0.35], [0.01, -0.03, -0.03], [0.14, -0.07, 0.04], [-0.05, 0.02, -0.21], [-0.21, -0.31, 0.22], [0.01, 0.04, 0.40], [0.00, 0.13, 0.11], [0.25, -0.01, -0.13], [0.01, -0.14, -0.24], [-0.12, -0.24, -0.12], [0.08, 0.07, -0.03], [-0.08, -0.21, -0.25], [-0.08, 0.09, -0.16], [-0.01, -0.04, 0.15], [-0.08, 0.02, 0.18], [0.29, 0.01, 0.16], [-0.05, -0.22, -0.02], [-0.21, 0.02, 0.02], [-0.19, -0.09, 0.05], [-0.19, -0.12, 0.11], [0.11, 0.17, 0.11], [0.18, -0.23, -0.04], [-0.13, -0.03, -0.02], [0.14, -0.17, -0.18], [-0.16, 0.04, -0.21], [0.18, 0.04, 0.00], [0.02, -0.10, 0.10], [-0.26, -0.05, -0.04], [0.00, 0.05, -0.27], [-0.16, 0.14, 0.10], [0.03, 0.14, -0.15], [0.21, -0.14, -0.01], [-0.13, 0.08, -0.07], [0.27, -0.03, 0.08], [-0.28, -0.13, -0.03], [0.11, -0.06, -0.12], [0.05, -0.25, 0.06], [0.01, 0.17, -0.02], [-0.10, -0.14, -0.20], [-0.15, 0.21, 0.09], [-0.16, -0.12, 0.13], [0.18, -0.17, 0.06], [-0.05, 0.12, 0.04], [0.04, -0.01, -0.19], [0.07, 0.00, 0.00], [0.12, 0.08, -0.08], [-0.12, -0.15, 0.15], [0.03, 0.05, -0.05], [-0.10, -0.02, 0.04], [0.04, 0.14, -0.20], [0.01, -0.11, -0.41], [-0.04, 0.02, 0.12], [-0.03, -0.16, -0.15], [-0.24, -0.05, 0.10], [0.16, 0.01, 0.19], [-0.18, 0.22, 0.18], [0.37, 0.14, 0.01], [0.03, -0.11, -0.19], [0.20, -0.10, 0.26], [-0.03, 0.16, 0.02], [-0.09, -0.13, 0.08], [0.12, 0.09, 0.00], [-0.06, -0.08, -0.11], [0.01, 0.07, -0.21], [0.13, 0.32, -0.03], [0.12, 0.28, 0.09], [0.02, -0.03, 0.23], [0.07, 0.10, -0.16], [0.01, 0.23, -0.01], [-0.08, -0.04, -0.07], [0.04, 0.00, 0.02], [-0.06, -0.06, 0.08], [0.08, 0.05, 0.00], [0.07, 0.04, 0.05], [0.00, -0.05, -0.01], [0.01, 0.11, -0.06], [-0.07, -0.03, 0.01], [0.18, 0.05, 0.09], [-0.17, -0.09, -0.09], [0.06, 0.04, -0.04], [-0.01, -0.02, 0.00], [-0.14, -0.04, -0.07], [0.13, 0.05, 0.08]],
  "lowdin_charge": [-0.121, -0.256, -0.227, -0.224, -0.204, -0.202, -0.212, -0.219, -0.177, -0.149, -0.091, 0.042, -0.199, 0.047, -0.263, -0.200, 0.031, -0.190, -0.294, -0.652, 1.051, -0.803, -0.264, 0.886, -0.240, -0.092, -0.140, -0.270, 0.007, -0.106, -0.139, -0.189, -0.053, 0.057, 0.066, 0.071, 0.106, 0.106, 0.116, 0.111, 0.083, 0.117, 0.112, 0.108, 0.112, 0.110, 0.120, 0.121, 0.102, 0.103, 0.110, 0.116, 0.110, 0.130, 0.109, 0.136, 0.156, 0.156, 0.167, 0.133, 0.135, 0.022, 0.078, 0.156, 0.015, 0.037, 0.045, 0.074, 0.058, 0.110, 0.115, 0.082, 0.123, 0.108, 0.102, 0.066, 0.070, 0.093, 0.114, 0.111, 0.108, 0.121, 0.124, 0.064, -0.224, -0.308, 0.115, 0.077, -0.233, -0.314, 0.083, 0.121, 0.130, 0.111, 0.138, 0.115, 0.122]
}



(2)
{
  "formula": "C5H9NO",
  "method": "ωB97M-V/def2-TZVPD",
  "homo_lumo_gap_ev": 11.5698,
  "relative_energy_kcal_mol": 21.4,
  "smiles": "C[C@@H](O)[C@@H](C)C#N",
  "spin_multiplicity": 1,
  "e_lumo_ev": 0.7,
  "elements": ["C", "C", "O", "C", "C", "C", "N", "H", "H", "H", "H", "H", "H", "H", "H", "H"],
  "positions_angstrom": [[-0.97620, -0.44050, -1.20519], [-0.91968, -0.08099, 0.27191], [-1.02792, -1.22263, 1.10354], [0.39864, 0.60881, 0.68959], [1.64058, -0.26595, 0.47642], [0.51917, 1.89001, -0.02258], [0.59630, 2.87882, -0.61888], [-0.83794, 0.45024, -1.82599], [-1.95418, -0.87189, -1.44682], [-0.20687, -1.17532, -1.46396], [-1.73859, 0.62093, 0.49486], [-1.54042, -1.89368, 0.64344], [0.30458, 0.83614, 1.75902], [2.52860, 0.21491, 0.89596], [1.82724, -0.45037, -0.58588], [1.48666, -1.22508, 0.97654]],
  "forces_ev_per_a": [[0.02, -0.04, -0.03], [0.02, 0.23, -0.16], [-0.04, -0.10, 0.04], [0.01, 0.00, 0.03], [0.06, -0.06, -0.03], [0.06, 0.83, -0.51], [-0.06, -0.95, 0.59], [-0.03, -0.13, 0.07], [0.11, 0.08, 0.02], [-0.08, 0.11, 0.05], [0.11, -0.12, -0.01], [-0.03, 0.01, 0.04], [0.02, -0.02, -0.15], [-0.15, -0.05, -0.06], [-0.04, 0.07, 0.15], [0.03, 0.15, -0.06]],
  "lowdin_charge": [-0.041, -0.420, -0.030, -0.313, -0.050, -0.201, 0.157, 0.086, 0.086, 0.085, 0.146, 0.094, 0.151, 0.086, 0.083, 0.083]
}